(1)
A 9-piece molecular cluster, C39H104N8O12 overall. Source: OMol25; level of theory: the ωB97M-V functional and the def2-TZVPD basis.

Last column: Löwdin spin population.
Cartesian coordinates (Å):
C: -5.0318 -0.4775 3.8172  0.02
O: -5.1819 -1.1891 2.5939  0.05
H: -3.9741 -0.5132 4.0780  0.00
H: -5.3255 0.5664 3.7068  0.01
H: -5.6626 -0.9921 4.5420  0.00
H: -4.5937 -1.9477 2.5965  0.00
C: 3.1896 -5.5171 -0.5681  0.01
O: 3.8763 -4.3550 -0.9432  0.00
C: 3.5989 -3.1607 -0.3528  0.00
C: 4.7594 -2.2508 -0.5030  0.00
N: 4.9208 -1.2179 0.5200  0.00
C: 5.9679 -0.1658 0.2567  0.00
C: 6.1097 0.9380 1.2611  0.00
O: 7.2622 1.7205 0.9967  0.00
C: 7.0388 2.8761 0.1838  0.00
H: 2.2228 -5.5378 -1.0711  0.00
H: 3.1773 -5.6826 0.5092  0.00
H: 3.6838 -6.3167 -1.1199  0.00
H: 3.4163 -3.2634 0.7169  0.00
H: 2.6462 -2.7309 -0.6622  0.00
H: 4.7453 -1.8486 -1.5160  0.00
H: 5.6247 -2.9128 -0.4689  0.00
H: 4.1273 -0.6025 0.4120  0.00
H: 5.8686 0.3115 -0.7182  0.00
H: 6.8572 -0.7959 0.2551  0.00
H: 6.3995 0.3849 2.1545  0.00
H: 5.3120 1.6416 1.4992  0.00
H: 8.0073 3.2097 -0.1888  0.00
H: 6.4359 3.6422 0.6715  0.00
H: 6.5934 2.4837 -0.7304  0.00
C: -5.1451 -3.9660 3.7629  0.04
O: -3.9557 -3.2141 3.8740  0.00
C: -3.3039 -3.4686 5.0826  0.01
C: -2.0600 -2.6154 5.3193  0.01
N: -1.1588 -2.3215 4.1833  0.00
C: -0.1125 -1.3702 4.5406  0.00
C: 0.8467 -1.2392 3.4208  0.00
O: 2.1657 -0.8146 3.7554  0.00
C: 3.1633 -1.0056 2.7555  0.00
H: -5.0067 -5.0110 4.0402  0.01
H: -5.5094 -3.9979 2.7361  0.01
H: -5.9089 -3.5001 4.3856  0.01
H: -3.0743 -4.5291 4.9792  0.00
H: -3.9428 -3.4480 5.9655  0.00
H: -1.5338 -3.2472 6.0349  0.00
H: -2.4796 -1.7816 5.8820  0.00
H: -1.6762 -1.8561 3.4514  0.00
H: 0.4336 -1.5301 5.4704  0.00
H: -0.5593 -0.3825 4.6538  0.00
H: 0.5694 -0.5299 2.6409  0.00
H: 0.8940 -2.2070 2.9216  0.00
H: 3.7486 -1.8436 3.1342  0.00
H: 3.8895 -0.1939 2.7125  0.00
H: 2.7016 -1.1939 1.7862  0.00
C: 1.0667 -3.5954 -4.8560  0.02
O: 0.0440 -2.7139 -4.3196  0.01
C: 0.5214 -2.0127 -3.2241  0.00
C: -0.6662 -1.0862 -2.7362  0.01
N: -0.7775 0.1918 -3.4610  0.00
C: -1.1086 0.0646 -4.8701  0.01
C: -2.4947 -0.3715 -5.2932  0.03
O: -3.3843 0.2216 -4.4095  0.02
C: -4.7499 -0.1934 -4.5657  0.13
H: 1.9549 -3.0768 -5.2167  0.00
H: 0.8116 -4.1302 -5.7708  0.01
H: 1.4264 -4.2902 -4.0970  0.00
H: 1.4053 -1.4121 -3.4389  0.00
H: 0.7870 -2.6145 -2.3549  0.00
H: -0.3094 -0.7577 -1.7601  0.00
H: -1.6396 -1.5735 -2.6798  0.01
H: -1.5907 0.6643 -3.0929  0.00
H: -0.2502 -0.4344 -5.3197  0.00
H: -1.0418 1.0737 -5.2767  0.01
H: -2.6703 -1.4387 -5.1576  0.01
H: -2.7688 -0.1231 -6.3185  0.01
H: -4.9966 -0.3584 -5.6145  0.01
H: -5.4835 0.5112 -4.1739  0.03
H: -4.8557 -1.1052 -3.9779  0.04
C: -1.2796 -2.9491 0.6434  0.01
C: -1.1843 -4.4274 0.4434  0.01
C: -1.2715 -4.9385 -0.9406  0.02
O: -1.9656 -6.1574 -0.9563  0.02
C: -2.1277 -6.6838 -2.2610  0.04
N: -0.1826 -5.0692 1.1312  0.00
H: -0.3810 -2.6777 0.0894  0.00
H: -1.0233 -2.6545 1.6610  0.00
H: -2.2098 -2.5597 0.2296  0.01
H: -2.0994 -4.6808 0.9786  0.00
H: -0.2843 -5.0220 -1.3950  0.00
H: -1.8281 -4.2519 -1.5785  0.01
H: -1.0772 -6.7500 -2.5443  0.01
H: -2.6079 -6.0204 -2.9803  0.02
H: -2.5791 -7.6682 -2.1378  0.00
H: -0.4344 -4.8542 2.0854  0.00
H: -0.3671 -6.0491 0.9699  0.00
C: -0.8078 5.3830 -0.9214  0.01
C: -1.6443 5.1467 -2.1424  0.01
C: -3.1788 4.8757 -1.9115  0.02
O: -3.3540 4.0566 -0.8217  0.01
C: -4.6951 3.6429 -0.6168  0.05
N: -1.3962 6.0992 -3.2042  0.01
H: -1.2429 5.0359 0.0157  0.00
H: -0.6436 6.4385 -0.7042  0.00
H: 0.1654 4.8977 -0.9947  0.00
H: -1.2755 4.2345 -2.6115  0.00
H: -3.6310 4.3381 -2.7450  0.01
H: -3.7450 5.8051 -1.8517  0.00
H: -4.8136 3.2165 0.3794  0.01
H: -5.0006 2.9423 -1.3940  0.02
H: -5.3080 4.5433 -0.5756  0.01
H: -0.4219 5.8969 -3.3770  0.01
H: -1.8993 5.9458 -4.0664  0.01
C: -3.4567 4.0033 2.7178  0.01
C: -2.9886 3.0424 3.7763  0.00
C: -1.6476 3.3149 4.3675  0.00
O: -1.1102 2.2370 5.0892  0.00
C: 0.2976 2.3055 5.4073  0.00
N: -3.9269 3.1551 4.8758  0.00
H: -4.3900 3.6796 2.2572  0.01
H: -2.8289 3.9508 1.8283  0.00
H: -3.4416 5.0569 2.9968  0.00
H: -3.0802 1.9934 3.4945  0.00
H: -1.4619 4.3115 4.7679  0.00
H: -0.9821 3.3805 3.5068  0.00
H: 0.4722 3.1549 6.0676  0.00
H: 0.9498 2.4160 4.5410  0.00
H: 0.4906 1.4367 6.0367  0.00
H: -3.6220 2.5839 5.6510  0.00
H: -4.8166 2.8048 4.5504  0.00
C: 2.5322 1.5748 -5.2672  0.01
C: 2.9418 1.2825 -3.8146  0.00
C: 4.1065 2.1876 -3.2675  0.00
O: 3.7664 3.6032 -3.2118  0.00
C: 4.7968 4.3893 -2.6493  0.00
N: 1.8332 1.4503 -2.9597  0.00
H: 2.0368 0.8676 -5.9324  0.00
H: 3.4845 1.8807 -5.7004  0.00
H: 1.9671 2.5042 -5.3376  0.00
H: 3.1869 0.2205 -3.8064  0.00
H: 5.0476 2.0898 -3.8088  0.00
H: 4.3196 1.7787 -2.2799  0.00
H: 5.7429 4.3317 -3.1874  0.00
H: 4.9358 4.0133 -1.6357  0.00
H: 4.3424 5.3799 -2.6342  0.00
H: 1.2009 0.6633 -2.9904  0.00
H: 1.2807 2.2334 -3.2785  0.00
C: 2.3800 2.7643 0.0870  0.00
C: 1.5743 1.5495 0.4063  0.00
C: 0.0530 1.7182 0.1396  0.00
O: -0.6221 0.5294 0.4850  0.00
C: -1.8988 0.7190 1.2057  0.01
N: 2.1203 0.4102 -0.2944  0.00
H: 2.2569 3.0959 -0.9440  0.00
H: 3.4064 2.4841 0.3240  0.00
H: 2.1830 3.6393 0.7065  0.00
H: 1.6716 1.2966 1.4620  0.00
H: -0.2097 1.9502 -0.8925  0.00
H: -0.3199 2.4735 0.8314  0.00
H: -2.3853 1.6872 1.3241  0.00
H: -1.8238 0.3893 2.2419  0.00
H: -2.5454 0.0286 0.6641  0.01
H: 1.3927 -0.2183 0.0150  0.00
H: 2.2965 0.6517 -1.2592  0.00

Force components x, y, z for each atom (eV/Å):
C 0.31 -0.99 -0.72
O -0.51 0.95 -0.67
H 0.01 0.17 0.59
H -0.18 -0.12 -0.21
H 0.15 0.36 0.59
H 0.17 0.14 0.28
C -0.09 -0.03 -1.26
O 1.19 -1.00 -1.14
C -1.65 0.76 2.27
C 1.79 0.59 -0.74
N -0.44 2.00 -0.04
C -0.24 -1.97 -1.31
C 1.15 -0.47 1.54
O 0.63 0.75 -0.09
C 0.26 -1.81 -0.69
H -0.69 0.23 0.76
H -0.26 0.01 -0.03
H 0.48 -0.21 0.51
H 0.18 -0.39 0.54
H -0.20 0.24 -0.69
H 0.09 0.35 -0.35
H 0.26 0.02 0.06
H -1.18 -0.33 0.29
H -0.15 -0.25 -0.59
H 0.68 0.73 -0.07
H -0.40 0.36 0.60
H -0.68 -0.50 -0.35
H 0.08 0.39 0.63
H 0.06 0.06 -0.01
H -0.72 0.52 -0.21
C -0.35 -0.05 -0.14
O -0.40 0.53 -0.53
C 0.86 -1.54 -0.92
C -0.53 -0.51 0.07
N -0.62 -0.58 1.10
C -0.25 1.55 0.51
C 1.86 -0.24 -2.24
O -0.20 0.63 1.31
C -0.44 -0.76 0.99
H 0.21 -0.10 0.32
H 0.24 0.39 -0.05
H -0.24 -0.17 0.13
H 0.70 -0.37 0.38
H -0.36 0.60 0.08
H 0.47 0.32 0.17
H 0.61 0.86 -0.15
H -0.43 -0.19 -0.17
H -0.17 -0.77 0.04
H -0.21 0.30 0.46
H -0.93 0.05 -0.10
H 0.16 -0.38 -0.08
H 0.11 -0.42 -0.68
H -0.52 0.43 -0.01
H 0.23 0.01 0.04
C 0.15 0.45 0.08
O 1.32 -1.80 -1.52
C -2.19 1.55 0.96
C 1.76 0.53 -0.04
N -0.79 -0.72 -0.41
C 1.15 1.26 -0.96
C -0.39 -1.76 0.73
O -1.49 1.72 0.64
C 0.74 -0.37 0.25
H 0.17 0.78 0.39
H -1.08 -0.06 0.36
H -0.22 -0.19 0.13
H 0.18 0.24 -0.34
H 0.02 -0.67 -0.04
H -0.56 -0.28 0.50
H 0.22 -0.59 0.13
H -0.06 0.26 0.63
H -0.52 -0.54 -0.46
H 0.17 0.39 0.05
H 0.46 -0.57 -0.38
H 0.42 0.17 -0.32
H 0.05 -0.16 -0.14
H 0.54 0.42 0.14
H -0.28 -0.35 -0.23
C 2.38 0.22 -1.12
C -4.29 0.52 0.47
C -0.97 0.75 -1.30
O -0.83 -0.28 0.64
C 1.64 0.12 0.87
N 2.60 -0.68 1.54
H -0.04 1.44 -0.43
H -0.62 -0.17 0.03
H 0.25 0.24 0.15
H -1.02 -0.88 -0.65
H 0.45 -0.23 -0.03
H -0.09 0.43 -0.13
H 0.06 -0.71 -1.10
H -0.48 0.05 0.21
H -0.10 0.20 -0.35
H 0.74 -0.50 0.68
H 0.35 -0.43 0.40
C 0.25 0.67 1.11
C -1.81 -2.10 -0.88
C 0.79 0.47 -0.92
O 0.24 -0.75 1.80
C 0.33 0.73 0.14
N 0.53 1.47 0.50
H -0.32 -0.47 -0.25
H 0.06 0.25 -0.42
H 0.08 0.06 -0.14
H -0.21 -0.92 0.71
H 0.35 0.10 -0.80
H -0.03 0.47 0.40
H 0.38 -0.41 -0.27
H -0.24 0.02 0.00
H -0.48 0.05 -0.43
H 0.26 0.64 -0.72
H -0.18 -0.44 0.09
C 0.97 -0.23 -1.53
C -1.17 -0.08 1.72
C 2.75 0.11 -2.53
O 0.07 -0.55 1.01
C -1.41 0.52 0.64
N -0.97 0.48 0.81
H -0.43 0.27 0.74
H 0.54 -0.01 -0.06
H -0.37 -0.18 0.39
H 0.79 -0.03 -0.90
H -0.77 0.04 0.99
H 0.28 0.12 -0.78
H 0.05 0.37 -0.02
H -0.12 -0.38 -0.21
H 0.22 -0.19 -0.55
H -0.07 -0.20 0.12
H -0.31 -0.04 0.30
C 1.60 1.60 -0.46
C -0.07 0.53 -1.25
C -0.32 -0.01 -0.36
O -0.17 -1.82 -0.73
C -1.14 -0.56 0.39
N -0.86 0.21 1.27
H 0.10 -0.52 0.66
H 0.08 -0.26 -0.88
H -0.29 0.05 0.30
H 0.84 0.02 0.41
H 0.03 -0.11 -0.51
H -0.10 0.30 0.49
H 0.03 0.13 -0.25
H 0.36 0.33 0.32
H 0.60 0.18 0.09
H -0.34 0.10 -0.27
H -0.15 0.15 0.17
C 0.36 0.88 0.36
C -0.84 0.55 -0.24
C 0.38 0.31 0.85
O -1.28 0.25 1.19
C 0.63 -1.60 -0.67
N 0.47 -0.05 1.79
H 0.27 -0.28 -0.11
H 0.30 0.17 -0.45
H -0.37 -0.04 0.24
H -0.12 0.24 0.38
H 0.32 0.37 -0.20
H 0.08 0.62 -0.28
H 0.65 0.47 -0.99
H 0.46 -0.38 0.13
H -0.46 0.22 0.31
H 0.19 -1.46 -1.46
H -0.93 -0.43 -0.31

Values from the calculation:
Frontier orbital gap (alpha / beta) ... 1.4 / 8.7 eV
LUMO (alpha / beta) ... 2.213 / 2.163 eV
Net charge ... -1
Electronic energy ... -2888.77108 a.u.
Spin multiplicity ... 2
<S²> ... 0.7505
HOMO energy (alpha / beta) ... 0.029 / -0.241 hartree

***

(2)
One molecule with the formula C17H24N2O4S. Source: OMol25; level of theory: the ωB97M-V functional and the def2-TZVPD basis.

Last column: Löwdin charge in e.
Cartesian coordinates (Å):
O: 0.2780 0.1339 -0.0700  0.07
C: 0.4751 -1.0633 -0.0123  -0.46
N: 1.6042 -1.6396 -0.4780  0.08
C: 2.6881 -0.8773 -1.0491  -0.11
C: 3.8841 -0.7427 -0.0812  -0.33
C: 3.5725 0.1938 1.0882  -0.12
C: 3.9056 1.5620 0.4928  -0.15
C: 4.9997 1.2366 -0.5346  -0.18
O: 4.9923 -0.1707 -0.7423  -0.10
C: -0.5489 -2.0597 0.5369  -0.21
C: -1.3320 -2.6390 -0.6554  -0.12
C: -2.3471 -1.6189 -1.1523  -0.19
N: -3.3350 -1.3397 -0.1261  -0.22
S: -4.1703 0.0838 -0.3624  0.67
O: -4.6624 0.0458 -1.7080  -0.28
O: -5.1071 0.2049 0.7174  -0.29
C: -2.9565 1.3985 -0.2348  -0.27
C: -2.6496 1.9115 1.0103  -0.07
C: -1.6524 2.8654 1.1210  -0.06
C: -0.9720 3.2868 -0.0104  -0.08
C: -1.3000 2.7784 -1.2558  -0.07
C: -2.3019 1.8288 -1.3717  -0.07
C: -2.9594 -1.6692 1.2291  -0.19
C: -1.4950 -1.3489 1.5203  -0.11
H: 1.7486 -2.6288 -0.3530  0.15
H: 2.2921 0.1111 -1.2880  0.13
H: 3.0358 -1.3578 -1.9679  0.13
H: 4.1882 -1.7442 0.2466  0.15
H: 4.2293 -0.0316 1.9289  0.12
H: 2.5370 0.1205 1.4103  0.11
H: 3.0264 1.9812 0.0046  0.10
H: 4.2530 2.2678 1.2435  0.11
H: 5.9968 1.5058 -0.1704  0.12
H: 4.8306 1.7461 -1.4897  0.12
H: -0.0129 -2.8737 1.0351  0.14
H: -0.6478 -2.8900 -1.4683  0.12
H: -1.8483 -3.5508 -0.3535  0.12
H: -2.8802 -1.9859 -2.0336  0.13
H: -1.8158 -0.6996 -1.4313  0.11
H: -3.2037 1.5665 1.8695  0.12
H: -1.4010 3.2735 2.0886  0.11
H: -0.1847 4.0205 0.0803  0.10
H: -0.7735 3.1160 -2.1357  0.11
H: -2.5984 1.4272 -2.3282  0.11
H: -3.1563 -2.7342 1.3992  0.13
H: -3.6249 -1.1000 1.8786  0.11
H: -1.2599 -1.6287 2.5477  0.12
H: -1.3404 -0.2721 1.4152  0.09

Force components x, y, z for each atom (eV/Å):
O -0.04 0.33 -0.01
C -0.12 -0.52 0.24
N 0.44 -0.19 -0.08
C 0.45 0.14 -0.02
C -0.45 -0.18 0.08
C 0.14 -0.13 -0.12
C 0.03 -0.10 -0.12
C 0.18 0.39 0.00
O -0.01 -0.16 -0.12
C -0.03 0.17 0.02
C -0.12 0.17 0.05
C 0.18 -0.20 -0.80
N -0.62 0.88 -0.18
S -0.23 -0.29 0.04
O 0.42 0.06 -0.11
O 0.32 0.11 0.17
C -0.49 -0.52 -0.09
C -0.04 0.08 0.20
C -0.03 -0.08 0.04
C 0.02 0.03 -0.04
C -0.03 -0.01 -0.01
C 0.01 0.05 -0.20
C 0.15 -0.07 0.73
C -0.11 -0.01 -0.02
H -0.16 0.06 0.05
H 0.06 -0.07 -0.08
H -0.02 0.09 0.04
H -0.06 0.08 0.01
H -0.02 -0.03 0.02
H -0.05 -0.01 0.08
H -0.02 0.05 0.01
H -0.03 0.06 0.00
H -0.10 0.03 -0.06
H 0.04 -0.02 0.10
H 0.01 0.06 -0.04
H -0.09 -0.06 0.00
H 0.03 -0.06 -0.03
H 0.20 0.03 0.00
H 0.05 -0.12 -0.06
H -0.03 0.02 0.15
H 0.00 0.03 0.08
H 0.06 0.07 0.00
H 0.03 0.03 -0.07
H 0.03 0.00 -0.13
H -0.07 0.12 0.03
H 0.08 -0.21 0.14
H 0.01 0.03 0.03
H 0.01 -0.14 0.08

Values from the calculation:
Frontier orbital gap ... 9.7 eV
LUMO ... 0.498 eV
Structure (SMILES) ... O=C(NC[C@@H]1CCCO1)C1CCN(S(=O)(=O)c2ccccc2)CC1
Electronic energy ... -1470.85628 a.u.
HOMO energy ... -0.338 hartree

***

(3)
One molecule with the formula C4H8O2. Source: OMol25; level of theory: the ωB97M-V functional and the def2-TZVPD basis.

Last column: Löwdin charge in e.
Cartesian coordinates (Å):
C: -0.3592 -2.2596 0.7589  0.01
C: 0.0532 -1.2861 -0.0521  -0.14
C: 0.2546 0.1603 0.3922  -0.43
O: 1.5666 0.5532 0.3663  -0.08
C: -0.3954 0.9865 -0.7843  -0.16
O: 0.3756 2.2138 -0.6259  -0.11
H: -0.3766 -3.3317 0.4500  0.06
H: -1.0148 -2.0965 1.6459  0.07
H: 0.6399 -1.4911 -0.8836  0.08
H: -0.0983 0.4478 1.4487  0.17
H: 1.4044 1.4876 -0.1472  0.06
H: -0.3071 0.7160 -1.8534  0.13
H: -1.4779 1.1236 -0.7618  0.12
H: -0.2650 2.7762 0.0463  0.21

Force components x, y, z for each atom (eV/Å):
C -1.84 -0.98 -0.35
C 0.61 0.30 3.64
C -1.65 -0.72 -0.81
O 1.20 0.81 -1.05
C -0.09 0.75 0.34
O -4.95 3.82 0.92
H 0.28 0.98 0.08
H 1.03 0.25 -0.46
H 0.75 -0.52 -1.73
H -0.64 -0.69 -1.56
H 1.40 -1.93 1.80
H 0.98 -0.72 0.75
H -0.01 0.40 0.83
H 2.92 -1.74 -2.40

Values from the calculation:
Frontier orbital gap ... 9.9 eV
LUMO ... 0.474 eV
Structure (SMILES) ... C=C[C@@H](O)CO
Electronic energy ... -307.57976 a.u.
HOMO energy ... -0.345 hartree

***

(4)
C2H3IO3 as an isolated structure. Source: OMol25; level of theory: the ωB97M-V functional and the def2-TZVPD basis.

Last column: Löwdin charge in e.
Cartesian coordinates (Å):
C: -0.2157 -0.9187 0.4261  -0.45
C: -1.0939 0.9908 -0.6167  -0.53
O: -1.0860 -1.6816 0.5310  0.21
O: 2.0959 -1.1904 1.3015  -0.06
O: 0.7813 -0.2823 0.5331  0.08
I: -0.1925 2.1696 -2.0870  0.79
H: -1.0837 1.6558 0.2747  0.00
H: -1.7293 0.1963 -0.8728  -0.03
H: 2.5239 -0.9396 0.5102  -0.01

Force components x, y, z for each atom (eV/Å):
C -2.63 1.01 -0.82
C 2.42 1.28 1.26
O 0.54 -0.60 0.17
O -0.69 -0.65 1.41
O 1.10 1.11 -0.10
I -0.24 -0.77 0.22
H -0.80 -1.21 -0.56
H -1.23 -0.31 -0.34
H 1.54 0.14 -1.24

Values from the calculation:
Frontier orbital gap ... 5.8 eV
LUMO ... -2.326 eV
Electronic energy ... -601.19022 a.u.
HOMO energy ... -0.299 hartree

***

(5)
One molecule with the formula C2ClF5. Source: OMol25; level of theory: the ωB97M-V functional and the def2-TZVPD basis.

Last column: Löwdin charge in e.
Cartesian coordinates (Å):
F: 0.2653 1.4121 0.9022  0.20
C: 0.0823 0.7238 -0.1888  -0.64
F: -1.0350 1.1930 -0.8021  0.16
F: 1.0829 0.9730 -1.0388  0.15
C: -0.1004 -0.6549 0.2237  -0.80
F: -0.2799 -0.6810 1.5398  0.11
F: -1.2197 -1.1536 -0.3896  0.06
Cl: 1.2045 -1.8124 -0.2464  0.76

Force components x, y, z for each atom (eV/Å):
F 0.53 1.48 0.75
C -0.18 3.67 -2.16
F 0.41 -0.25 0.41
F 0.04 -0.50 0.27
C -0.86 -5.00 -0.33
F -0.16 -0.63 -0.05
F 0.56 0.32 0.70
Cl -0.35 0.91 0.42

Values from the calculation:
Frontier orbital gap ... 13.1 eV
LUMO ... 0.646 eV
Structure (SMILES) ... FC(F)(F)C(F)(F)Cl
Electronic energy ... -1035.72938 a.u.
HOMO energy ... -0.457 hartree